# 1
{"formula": "C51H58N2O2P2Re", "method": "ωB97M-V/def2-TZVPD", "symbols": ["Re", "P", "P", "O", "O", "N", "N", "C", "C", "C", "C", "C", "C", "C", "C", "C", "C", "C", "C", "C", "C", "C", "C", "C", "C", "C", "C", "C", "C", "C", "C", "C", "C", "C", "C", "C", "C", "C", "C", "C", "C", "C", "C", "C", "C", "C", "C", "C", "C", "C", "C", "C", "C", "C", "C", "C", "C", "C", "H", "H", "H", "H", "H", "H", "H", "H", "H", "H", "H", "H", "H", "H", "H", "H", "H", "H", "H", "H", "H", "H", "H", "H", "H", "H", "H", "H", "H", "H", "H", "H", "H", "H", "H", "H", "H", "H", "H", "H", "H", "H", "H", "H", "H", "H", "H", "H", "H", "H", "H", "H", "H", "H", "H", "H", "H", "H"], "xyz": [[-0.615, -0.562, 0.994], [1.772, 0.414, -1.429], [0.678, 3.031, -0.376], [1.180, -0.202, -0.141], [0.034, 0.853, 2.553], [-2.505, -0.704, 1.681], [-1.297, -2.149, 0.010], [-0.824, 7.020, -2.130], [0.362, 5.788, -0.439], [3.218, 4.204, -0.730], [1.017, 1.998, -1.873], [-0.555, 4.640, -2.344], [-3.060, 1.359, 2.893], [2.321, -2.662, -3.960], [-0.868, -3.662, -1.911], [0.590, -3.608, 0.063], [4.143, 1.242, -2.463], [1.875, -2.161, -5.177], [-3.269, -1.567, 0.992], [-3.706, -2.758, 5.114], [-5.505, -2.806, 3.355], [2.403, 3.442, 0.113], [1.612, -0.636, -2.874], [2.188, -1.907, -2.807], [-2.595, -2.417, 0.144], [1.288, -0.907, -5.245], [-0.113, -4.729, -2.382], [0.932, -3.048, 1.436], [4.500, 4.557, -0.343], [1.163, -0.138, -4.097], [-4.107, -2.282, 3.711], [-2.338, 3.574, 1.835], [-0.126, 6.989, -0.929], [1.302, -4.684, -0.443], [-2.022, -3.156, -2.764], [0.164, 4.602, -1.151], [0.952, -5.245, -1.660], [-3.120, -4.219, -2.888], [-3.832, 2.028, 3.830], [2.409, -2.694, 1.575], [3.542, 0.694, -1.323], [-1.543, -2.718, -4.151], [-0.714, 2.023, 2.986], [-3.204, -0.024, 2.751], [-1.035, 5.847, -2.836], [5.689, 0.605, -0.248], [2.907, 3.053, 1.349], [6.278, 1.171, -1.367], [-4.728, 1.341, 4.630], [4.185, 3.423, 1.750], [-1.989, 2.122, 2.145], [4.323, 0.360, -0.225], [-4.041, -0.755, 3.621], [-4.804, -0.036, 4.535], [4.983, 4.174, 0.903], [5.505, 1.479, -2.482], [0.471, -3.998, 2.540], [-0.500, -3.131, -0.667], [-5.338, 1.874, 5.347], [-2.780, -5.053, -3.504], [5.983, 4.456, 1.207], [3.039, -3.566, 1.401], [-5.496, -3.894, 3.280], [-3.417, -4.632, -1.921], [0.044, 7.904, -0.377], [2.123, -5.109, 0.122], [-3.037, -3.307, -0.279], [-3.386, -2.725, 3.024], [0.998, -4.949, 2.448], [-4.360, -2.344, 5.881], [-0.747, 3.728, -2.898], [0.358, -2.088, 1.602], [0.737, 0.651, 3.179], [2.789, -3.635, -3.917], [-1.782, 1.622, 1.179], [-1.208, 7.958, -2.510], [-0.378, -5.179, -3.331], [0.943, -0.519, -6.195], [-2.377, -2.284, -4.706], [-5.475, -0.573, 5.192], [-2.457, -2.269, -2.305], [3.870, -0.075, 0.656], [0.071, 1.768, -2.367], [-4.005, -3.792, -3.362], [1.988, -2.750, -6.078], [2.619, -2.335, 2.586], [5.120, 5.147, -1.006], [-3.347, 3.652, 1.434], [0.687, -3.583, 3.525], [-3.776, -3.845, 5.172], [2.311, 2.432, 1.996], [2.839, 4.539, -1.689], [1.673, 2.538, -2.555], [-0.600, -4.198, 2.473], [0.912, 5.773, 0.495], [-1.163, -3.561, -4.729], [-0.756, -1.968, -4.072], [4.558, 3.124, 2.722], [-6.226, -2.532, 4.126], [-5.875, -2.403, 2.409], [-1.571, 5.871, -3.776], [3.552, 1.464, -3.345], [2.683, -1.920, 0.861], [-0.079, 2.903, 2.873], [-1.642, 3.980, 1.104], [2.565, -2.284, -1.861], [0.737, 0.855, -4.167], [-3.735, 3.100, 3.941], [-4.339, -1.594, 1.131], [6.292, 0.351, 0.614], [1.510, -6.088, -2.048], [-2.682, -2.463, 5.350], [5.966, 1.892, -3.370], [7.342, 1.370, -1.377], [-2.273, 4.198, 2.727], [-0.974, 1.901, 4.036]], "atomic_forces_ev_per_a": [[0.5119, 0.1766, 0.3552], [-0.0660, 0.1111, -0.1865], [0.2957, 0.0116, 0.3167], [-0.3459, 0.0946, 0.0276], [-0.1857, -0.2869, -0.1772], [0.2178, -0.0222, -0.1242], [-0.4728, 0.3351, -0.3805], [0.0005, 0.0177, 0.0113], [-0.0168, -0.0257, -0.0330], [0.0097, -0.0499, 0.0482], [-0.1187, -0.2698, 0.3245], [0.0708, -0.0251, 0.0190], [-0.0021, 0.0310, -0.2666], [-0.0489, -0.0157, 0.0932], [-0.0769, 0.1460, 0.0376], [0.0090, 0.1685, 0.0842], [0.0434, -0.0948, 0.0860], [0.0019, -0.0210, -0.0375], [-0.1278, 0.1448, -0.0477], [0.0573, 0.0279, -0.0698], [0.0845, -0.0014, -0.0330], [-0.0098, 0.2032, -0.0934], [-0.0087, -0.0725, 0.1054], [0.0042, 0.0490, -0.1204], [0.0034, -0.1828, -0.0697], [0.0577, 0.0557, -0.0590], [0.1381, -0.1124, 0.0099], [0.5539, -0.7478, -0.4415], [-0.0361, 0.0047, -0.0465], [0.0265, 0.0304, 0.0625], [-0.1629, 0.1440, 0.0732], [-0.0067, 0.0071, 0.0044], [0.0325, -0.0301, 0.0190], [0.1679, -0.0257, 0.0273], [0.0062, -0.0795, -0.0457], [-0.2467, -0.0164, 0.0485], [-0.0916, 0.0567, -0.0854], [-0.0110, 0.0474, 0.0334], [-0.0855, 0.0363, 0.0703], [-0.1233, 0.2043, 0.1121], [0.0016, -0.0593, -0.0045], [0.0036, 0.0479, 0.0858], [0.0117, 0.3664, -0.1930], [-0.0187, -0.0871, 0.2085], [-0.0265, -0.0339, -0.0397], [0.0316, -0.0344, 0.0295], [0.0818, 0.0597, -0.1110], [-0.0291, 0.0065, -0.0322], [0.0642, 0.0005, -0.0096], [-0.0096, -0.0349, -0.0140], [0.0221, -0.1819, 0.2245], [-0.0989, 0.0586, 0.0609], [0.1871, -0.2065, -0.0107], [-0.0679, 0.0175, -0.0170], [-0.0001, -0.0431, -0.0013], [-0.0445, -0.0305, -0.0068], [-0.2589, 0.3075, 0.1196], [0.0652, -0.1251, 0.0996], [0.0030, -0.0166, -0.0302], [-0.0064, -0.0017, 0.0213], [-0.0342, 0.0233, 0.0062], [-0.0712, -0.0165, 0.0114], [-0.0112, 0.0359, 0.0361], [0.0020, 0.0117, -0.0387], [-0.0137, -0.0183, -0.0010], [-0.0067, 0.0361, -0.0236], [0.0026, 0.0730, -0.1178], [0.0435, 0.0243, -0.0952], [0.0145, 0.0365, -0.0589], [-0.0106, -0.0144, 0.0009], [-0.0027, 0.0756, -0.0445], [0.0170, 0.1735, 0.3160], [0.0767, -0.0688, -0.0545], [-0.0027, -0.0478, 0.0218], [-0.0012, 0.0672, -0.1013], [0.0281, -0.0064, -0.0058], [0.0404, 0.0333, 0.0086], [-0.0007, -0.0018, 0.0221], [0.0149, -0.0300, -0.0097], [0.0344, 0.0037, 0.0085], [0.0190, 0.0554, 0.1456], [-0.0453, 0.0302, 0.0348], [-0.0316, 0.0713, -0.0021], [0.0206, -0.0347, -0.0248], [0.0119, 0.0132, 0.0273], [0.0105, -0.0137, -0.0446], [-0.0192, -0.0181, 0.0107], [0.0170, 0.0064, 0.0154], [0.0066, -0.0324, -0.0135], [0.0256, 0.0285, -0.0122], [-0.2535, -0.0915, 0.2214], [0.0145, 0.0191, 0.0035], [0.0099, -0.0978, -0.1384], [0.0380, -0.0239, -0.0204], [0.0128, 0.0266, -0.0049], [0.0219, 0.0189, 0.0046], [-0.0694, -0.0931, -0.0140], [-0.0153, -0.0119, -0.0272], [-0.0011, 0.0029, -0.0180], [0.0010, -0.0215, 0.0196], [-0.0136, -0.0157, 0.0311], [0.0254, 0.0060, -0.0059], [0.0612, -0.0359, -0.0488], [0.0923, -0.0716, -0.1771], [0.0342, 0.0086, -0.0047], [-0.0163, -0.0396, -0.0289], [0.0017, -0.0523, -0.0457], [-0.0193, -0.0121, -0.0261], [-0.0046, -0.0243, 0.1116], [-0.0061, 0.0126, -0.0133], [-0.0191, -0.0005, 0.0256], [-0.0171, -0.0095, 0.0246], [-0.0017, 0.0243, 0.0373], [-0.0066, -0.0334, -0.0085], [-0.0389, -0.0106, 0.0019], [0.0749, -0.0038, 0.0522]], "mulliken_spin": [1.266, 0.027, 0.023, 0.032, 0.085, -0.100, -0.188, 0.000, 0.000, 0.001, -0.002, 0.000, 0.054, 0.000, -0.003, 0.010, -0.001, 0.000, -0.201, -0.001, 0.004, -0.003, -0.004, -0.001, 0.012, 0.000, 0.007, 0.061, 0.000, -0.002, -0.020, 0.012, 0.000, 0.009, -0.003, 0.001, -0.012, 0.003, 0.005, -0.005, -0.001, -0.002, -0.012, -0.005, 0.000, 0.000, 0.000, 0.000, -0.006, 0.000, -0.095, 0.006, 0.038, 0.002, 0.000, 0.000, -0.001, 0.010, 0.000, 0.000, 0.000, 0.002, 0.000, 0.000, 0.000, 0.000, -0.037, 0.007, 0.000, 0.000, 0.000, -0.041, -0.007, 0.000, 0.099, 0.000, -0.001, 0.000, 0.000, 0.000, 0.001, 0.000, 0.002, 0.000, 0.000, -0.002, 0.000, 0.001, -0.002, 0.000, -0.001, 0.000, 0.000, 0.001, 0.000, 0.000, 0.001, 0.000, 0.000, 0.000, 0.000, 0.000, 0.001, 0.001, -0.007, 0.002, 0.001, 0.000, -0.026, 0.000, 0.000, 0.000, 0.000, 0.000, -0.001, 0.003], "multiplicity": 2, "charge": 2, "e_tot_ha": -2998.70328, "de_lowest_kcal_mol": 34.19, "orbital_gap_ev": [6.1, 6.4], "s2": 1.20, "homo_ev": [-12.89, -12.89]}

***

# 2
{"formula": "C5H8N", "method": "ωB97M-V/def2-TZVPD", "symbols": ["N", "C", "C", "C", "C", "C", "H", "H", "H", "H", "H", "H", "H", "H"], "xyz": [[0.895, 0.957, -0.910], [-0.464, -1.122, -0.496], [0.120, 0.029, -0.081], [-1.272, -2.210, 0.092], [0.090, 0.519, 1.351], [-1.034, -2.309, -1.231], [0.301, 1.794, -1.038], [0.937, 0.290, 1.887], [0.117, 1.602, 1.096], [0.864, 0.536, -1.863], [1.814, 1.178, -0.598], [-1.694, -2.524, 0.968], [-0.810, 0.182, 1.984], [-0.947, -2.908, -2.183]], "atomic_forces_ev_per_a": [[-2.8202, -0.8914, -2.7264], [-0.7344, -0.9702, 0.0816], [-0.8587, -2.5875, 1.3856], [1.9401, 1.9242, -4.7263], [-2.8010, 0.9516, -1.5897], [1.2311, 0.8808, 1.6561], [0.7599, 0.1532, 0.3318], [2.1469, -0.5858, 1.1960], [-0.5049, -0.1218, 1.6086], [0.8396, 0.3742, 0.5710], [1.0469, 0.1921, 0.2924], [-0.9835, -1.0036, 1.8886], [1.2076, 0.8103, -1.3092], [-0.4693, 0.8741, 1.3401]], "nbo_charge": [-0.670, -0.012, -0.049, -0.086, -0.615, -0.106, 0.440, 0.224, 0.191, 0.454, 0.442, 0.251, 0.255, 0.282], "multiplicity": 1, "charge": 1, "e_tot_ha": -249.68033, "de_lowest_kcal_mol": 90.87, "orbital_gap_ev": 9.4, "smiles": "CC([NH3+])=C1C=C1", "homo_ev": -12.90}

***

Which of these has the highest multiplicity?
C51H58N2O2P2Re